[1]
{
  "formula": "C2H3NO2",
  "method": "ωB97M-V/def2-TZVPD",
  "elements": ["C", "C", "H", "H", "H", "N", "O", "O"],
  "xyz": [[0.094, 0.888, -0.185], [-1.213, 0.415, 0.198], [2.027, -1.044, 0.041], [0.175, 1.992, -0.351], [-2.106, 0.973, 0.546], [1.344, 0.472, 0.053], [1.186, -0.833, 0.052], [-1.535, -0.798, -0.137]],
  "forces_ev_per_angstrom": [[3.563, 5.588, 1.779], [-2.467, -6.963, -3.040], [6.535, -3.122, 0.248], [-0.559, -0.732, 0.327], [1.192, 0.685, 0.195], [-5.527, 1.623, -2.324], [-3.835, -1.360, 1.018], [1.099, 4.280, 1.798]],
  "mulliken_charge": [-0.04, 0.07, 0.33, 0.31, 0.34, -0.32, -0.23, -0.45],
  "homo_energy_ev": -9.90,
  "de_lowest_kj_mol": 446.9,
  "homo_lumo_gap_ev": 9.3,
  "smiles": "O=C/C=N\\O",
  "lumo_ev": -0.651,
  "energy_ev": -7703.2109,
  "mol_weight_g_mol": 73.1
}

=====

[2]
{
  "formula": "C25H24I2N4O6SSeSn",
  "method": "ωB97M-V/def2-TZVPD",
  "elements": ["Sn", "O", "C", "O", "C", "C", "C", "C", "C", "O", "C", "C", "O", "O", "H", "H", "H", "H", "H", "H", "H", "H", "I", "C", "C", "C", "I", "C", "C", "C", "C", "N", "C", "C", "O", "H", "H", "H", "H", "C", "N", "C", "S", "N", "C", "H", "H", "H", "H", "H", "H", "H", "H", "Se", "C", "C", "C", "N", "C", "C", "H", "H", "H", "H"],
  "xyz": [[0.553, -0.489, -0.305], [-4.474, -0.203, -0.033], [-3.315, 0.080, 0.076], [-2.295, -0.724, -0.346], [-2.839, 1.331, 0.775], [-1.888, 0.992, 1.955], [-1.926, 2.145, 2.957], [-1.178, 3.252, 2.165], [-0.763, 2.494, 0.895], [-0.575, 1.153, 1.384], [-1.953, 2.326, -0.045], [-1.584, 1.758, -1.433], [-2.422, 1.844, -2.318], [-0.424, 1.209, -1.546], [-3.749, 1.809, 1.127], [-1.998, -0.007, 2.370], [-2.944, 2.418, 3.230], [-1.384, 1.870, 3.860], [-1.814, 4.105, 1.931], [-0.303, 3.605, 2.709], [0.146, 2.843, 0.415], [-2.477, 3.265, -0.209], [-1.341, -3.723, 3.644], [0.285, -2.420, 3.750], [0.982, -2.267, 4.955], [2.043, -1.407, 5.046], [3.048, -1.257, 6.881], [2.446, -0.646, 3.924], [3.519, 0.274, 3.909], [3.814, 0.978, 2.776], [3.034, 0.775, 1.630], [2.039, -0.082, 1.604], [1.725, -0.804, 2.713], [0.623, -1.731, 2.587], [0.020, -1.875, 1.461], [0.673, -2.839, 5.820], [4.103, 0.417, 4.808], [4.633, 1.682, 2.752], [3.232, 1.317, 0.712], [-0.092, 0.784, -4.936], [1.103, 0.681, -4.100], [1.659, -0.413, -3.579], [2.763, -0.255, -2.280], [1.407, -1.655, -4.032], [0.862, -2.053, -5.326], [-0.362, 1.835, -4.984], [-0.938, 0.263, -4.488], [0.090, 0.426, -5.945], [1.285, 1.491, -3.528], [1.985, -2.337, -3.570], [-0.177, -1.763, -5.437], [0.914, -3.136, -5.383], [1.443, -1.634, -6.150], [-2.687, -2.520, -0.398], [-3.079, -2.707, -2.257], [-4.242, -2.217, -2.828], [-4.501, -2.538, -4.152], [-3.708, -3.313, -4.893], [-2.601, -3.784, -4.326], [-2.228, -3.495, -3.020], [-4.930, -1.605, -2.259], [-5.396, -2.171, -4.642], [-1.981, -4.419, -4.950], [-1.311, -3.882, -2.596]],
  "forces_ev_per_angstrom": [[-0.636, -0.472, 0.171], [0.193, -0.109, -0.037], [-0.342, 0.171, -0.170], [-0.258, -0.047, 0.395], [0.297, -0.015, 0.053], [-0.163, 0.102, -0.021], [0.036, 0.013, -0.044], [-0.024, -0.126, -0.004], [-0.053, 0.212, 0.020], [0.103, -0.377, -0.078], [0.082, -0.142, -0.231], [0.023, -0.003, 0.150], [-0.038, -0.010, -0.076], [0.274, 0.211, 0.118], [-0.003, 0.039, 0.041], [0.091, -0.052, -0.018], [0.003, 0.006, 0.019], [-0.009, -0.001, 0.014], [0.039, 0.032, 0.004], [-0.015, 0.031, 0.006], [0.018, -0.035, -0.031], [-0.082, -0.029, -0.015], [0.068, 0.066, 0.020], [-0.134, -0.049, -0.170], [0.069, 0.087, -0.054], [0.060, -0.062, 0.230], [-0.054, 0.002, -0.097], [-0.029, 0.042, -0.141], [-0.026, 0.025, -0.013], [0.016, 0.010, 0.048], [-0.063, -0.090, -0.082], [0.030, 0.052, -0.168], [0.045, 0.044, 0.070], [0.060, 0.013, 0.236], [-0.069, 0.352, -0.136], [-0.008, -0.004, -0.011], [-0.007, -0.013, 0.008], [-0.012, -0.001, -0.008], [0.013, -0.002, 0.000], [-0.094, -0.044, 0.171], [-0.113, -0.108, 0.000], [0.188, 0.118, 0.088], [0.323, 0.092, -0.102], [-0.085, 0.079, -0.098], [0.028, 0.098, 0.016], [0.027, -0.002, 0.002], [0.016, -0.015, 0.024], [0.017, 0.001, -0.056], [0.008, -0.038, -0.002], [-0.032, 0.005, 0.048], [-0.075, -0.011, 0.022], [0.026, -0.039, -0.001], [0.004, -0.001, -0.002], [0.305, -0.063, -0.115], [-0.033, -0.081, 0.129], [-0.097, 0.101, -0.043], [0.105, -0.018, -0.061], [0.018, -0.008, 0.033], [-0.043, 0.096, -0.062], [-0.061, -0.017, -0.028], [0.034, -0.005, 0.022], [-0.004, 0.019, 0.024], [0.028, -0.003, 0.021], [0.015, -0.027, -0.028]],
  "mulliken_charge": [0.87, -0.62, -0.46, 0.13, 0.40, -0.31, -1.00, -0.97, 0.00, -0.06, 0.01, -0.21, -0.71, -0.41, 0.66, 0.54, 0.42, 0.34, 0.38, 0.35, 0.57, 0.46, 0.02, -0.46, -0.39, -0.24, 0.05, 0.76, -0.58, -1.07, -0.20, 0.11, 0.37, 0.20, -0.53, 0.35, 0.19, 0.40, 0.45, -1.06, -0.10, 0.26, -0.51, -0.02, -1.04, 0.38, 0.31, 0.37, 0.31, 0.27, 0.34, 0.35, 0.33, 0.06, 0.23, -0.24, -0.46, -0.60, -0.60, -0.05, 0.45, 0.37, 0.42, 0.42],
  "homo_energy_ev": -7.64,
  "de_lowest_kj_mol": 202.5,
  "homo_lumo_gap_ev": 7.3,
  "lumo_ev": -0.330,
  "energy_ev": -142775.6100,
  "mol_weight_g_mol": 960.0
}

=====

[3]
{
  "formula": "C3H28O13S2",
  "method": "ωB97M-V/def2-TZVPD",
  "elements": ["C", "C", "O", "O", "C", "S", "S", "H", "H", "H", "H", "H", "H", "H", "H", "O", "H", "H", "O", "H", "H", "O", "H", "H", "O", "H", "H", "O", "H", "H", "O", "H", "H", "O", "H", "H", "O", "H", "H", "O", "H", "H", "O", "H", "H", "O"],
  "xyz": [[-0.033, 1.685, 0.820], [-0.135, 1.627, -0.684], [0.774, 0.837, -1.218], [-0.960, 2.178, -1.373], [-0.370, 3.103, 1.319], [-0.126, 3.224, 3.127], [1.840, 3.475, 3.496], [-0.679, 0.943, 1.202], [0.982, 1.471, 1.147], [0.502, 0.314, -2.296], [-1.446, 3.352, 1.133], [0.283, 3.847, 0.798], [2.369, 2.264, 3.384], [-0.478, -1.532, 2.347], [-1.019, -0.322, 3.051], [-1.263, -0.988, 2.441], [0.312, -1.315, -2.875], [-0.900, -0.437, -3.009], [0.017, -0.406, -3.213], [-4.102, 2.016, -1.311], [-2.691, 2.224, -1.788], [-3.548, 1.833, -2.028], [2.485, 1.171, -0.914], [3.873, 1.864, -0.861], [3.361, 1.111, -0.570], [0.267, -3.072, -1.564], [1.582, -2.216, -1.419], [0.933, -2.657, -2.067], [3.201, 0.842, 1.169], [2.605, -0.281, 1.989], [2.884, 0.612, 2.039], [-1.381, -4.273, -0.592], [-1.549, -2.839, -0.271], [-0.916, -3.563, -0.364], [0.441, -3.215, 1.335], [1.367, -2.077, 1.213], [0.852, -2.530, 1.881], [-3.411, -1.685, 0.445], [-2.120, -1.189, 0.965], [-2.561, -1.501, 0.148], [3.008, -0.941, -0.272], [1.572, -0.517, -0.449], [2.119, -1.218, -0.125], [-2.539, -0.878, -1.409], [-2.907, 0.275, -2.396], [-2.497, -0.616, -2.380]],
  "forces_ev_per_angstrom": [[0.609, 2.172, -0.623], [0.393, -0.713, -0.190], [0.492, -0.722, -0.790], [-0.384, 0.554, 0.185], [-0.018, 0.059, -0.260], [-0.850, -0.256, -0.060], [0.448, 0.991, -0.094], [-0.819, -0.779, 0.581], [0.019, -0.270, -0.114], [-0.772, 0.212, 0.083], [0.919, -0.067, 0.212], [-0.633, -0.473, 0.477], [-0.120, -0.688, -0.139], [0.944, -0.799, -0.194], [0.168, 1.228, 1.015], [-1.211, -0.402, -0.724], [0.158, 0.236, -0.425], [-2.858, 0.176, 0.471], [3.263, -0.287, 0.403], [-1.472, 0.376, 1.642], [0.068, -0.047, -0.065], [1.194, -0.024, -1.603], [-1.506, 0.449, -0.726], [0.028, 0.178, -0.173], [1.889, -0.214, 0.554], [-1.377, -0.913, 1.344], [-1.306, -1.098, -0.934], [2.740, 1.926, -0.860], [0.265, 0.205, -0.773], [-0.342, -1.265, -0.032], [0.176, 1.030, 1.350], [-2.938, -4.741, -1.456], [-0.365, 0.363, 0.135], [3.190, 3.965, 1.532], [-0.239, -0.218, 0.202], [0.625, 0.542, -0.384], [-0.452, -0.587, 0.236], [-2.635, -0.663, 0.579], [0.379, 0.228, 0.194], [2.070, 0.514, -0.226], [1.222, 0.433, -0.163], [-0.973, 1.341, -0.365], [-0.021, -1.834, 0.616], [0.116, 0.470, -1.567], [-0.086, -0.293, 0.047], [0.003, -0.297, 1.081]],
  "mulliken_charge": [0.97, 0.14, -0.69, -0.83, -0.83, -0.10, -0.19, -0.11, 0.03, 0.27, 0.30, 0.39, 0.15, 0.43, 0.28, -0.75, 0.56, 0.47, -0.67, 0.29, 0.46, -0.70, 0.46, 0.27, -0.70, 0.44, 0.44, -0.85, 0.36, 0.26, -0.61, 0.26, 0.43, -0.67, 0.32, 0.48, -0.80, 0.28, 0.31, -0.68, 0.34, 0.70, -0.94, 0.37, 0.47, -0.79],
  "homo_energy_ev": -9.04,
  "de_lowest_kj_mol": 0.0,
  "homo_lumo_gap_ev": 9.1,
  "lumo_ev": 0.079,
  "energy_ev": -51856.0184,
  "mol_weight_g_mol": 336.4
}

=====

[4]
{
  "formula": "C20H14BrNO6Re",
  "method": "ωB97M-V/def2-TZVPD",
  "elements": ["Re", "C", "C", "C", "C", "C", "C", "H", "H", "H", "H", "H", "H", "O", "C", "C", "C", "C", "C", "C", "C", "O", "N", "O", "O", "H", "H", "H", "H", "Br", "C", "C", "C", "C", "C", "C", "C", "O", "O", "H", "H", "H", "H"],
  "xyz": [[-0.387, 0.299, 1.308], [-0.341, 1.548, 3.654], [-1.192, 0.441, 3.456], [-0.647, -0.863, 3.538], [0.702, -1.036, 3.856], [1.507, 0.072, 4.133], [0.997, 1.356, 4.015], [-0.747, 2.550, 3.585], [-2.267, 0.581, 3.400], [-1.294, -1.720, 3.403], [1.111, -2.035, 3.922], [2.539, -0.075, 4.420], [1.628, 2.214, 4.200], [-1.593, 1.684, 0.563], [-2.364, 1.540, -0.443], [-2.707, 0.320, -1.041], [-3.467, 0.332, -2.233], [-3.839, -0.866, -2.771], [-3.532, -2.083, -2.157], [-2.811, -2.113, -0.976], [-2.382, -0.916, -0.423], [-1.748, -0.935, 0.766], [-4.613, -0.873, -4.035], [-4.812, 0.203, -4.548], [-4.984, -1.951, -4.433], [-2.787, 2.472, -0.821], [-3.746, 1.257, -2.721], [-3.879, -2.998, -2.620], [-2.587, -3.044, -0.476], [3.888, -0.061, -4.793], [3.960, 0.170, -2.935], [5.190, 0.355, -2.303], [5.266, 0.528, -0.925], [4.116, 0.518, -0.163], [2.881, 0.332, -0.803], [2.798, 0.157, -2.194], [1.685, 0.319, -0.034], [1.642, 0.463, 1.271], [0.493, 0.158, -0.521], [6.094, 0.363, -2.898], [6.230, 0.671, -0.457], [4.160, 0.653, 0.908], [1.841, 0.014, -2.675]],
  "forces_ev_per_angstrom": [[0.572, 0.030, -0.109], [-0.095, 0.027, -0.098], [-0.170, 0.027, 0.434], [-0.074, 0.059, -0.102], [0.038, 0.048, -0.031], [-0.006, -0.002, 0.009], [0.001, -0.030, -0.018], [-0.008, -0.001, 0.018], [0.030, -0.011, -0.108], [0.015, -0.008, -0.006], [0.005, -0.008, -0.005], [0.012, -0.005, 0.012], [0.004, 0.009, 0.003], [0.009, -0.022, 0.083], [-0.116, 0.035, -0.038], [0.020, 0.068, -0.019], [-0.005, -0.119, 0.005], [0.031, 0.054, 0.022], [0.019, 0.014, 0.029], [-0.026, 0.062, -0.042], [-0.100, -0.038, 0.323], [-0.125, -0.141, -0.286], [-0.113, -0.005, -0.005], [0.026, -0.034, 0.009], [0.057, 0.047, 0.005], [0.020, -0.027, -0.017], [0.011, 0.001, -0.019], [0.005, 0.007, -0.011], [0.009, -0.003, -0.011], [0.001, -0.005, -0.032], [-0.010, 0.009, 0.046], [-0.018, -0.005, 0.007], [-0.030, -0.002, -0.004], [-0.015, -0.002, -0.044], [0.036, -0.001, -0.005], [0.034, 0.009, 0.025], [-0.119, -0.031, 0.054], [-0.050, -0.035, -0.042], [0.133, 0.031, -0.050], [-0.001, 0.000, -0.004], [0.006, 0.000, 0.000], [-0.007, 0.002, 0.016], [-0.006, 0.000, 0.007]],
  "mulliken_spin": [2.61, 0.03, -0.04, -0.01, 0.08, 0.00, 0.06, 0.01, -0.01, 0.00, 0.01, 0.00, 0.00, -0.02, 0.03, 0.03, 0.00, 0.01, 0.00, -0.01, 0.04, 0.09, 0.00, 0.00, 0.00, -0.01, 0.00, 0.00, 0.00, 0.00, 0.00, 0.02, -0.01, 0.01, 0.01, 0.01, 0.05, 0.01, -0.03, 0.00, 0.00, 0.00, 0.00],
  "s_squared": 3.771,
  "homo_energy_ev": [-14.50, -14.50],
  "de_lowest_kj_mol": 0.0,
  "spin_multiplicity": 4,
  "homo_lumo_gap_ev": [6.2, 5.5],
  "lumo_ev": [-8.269, -9.014],
  "charge": 2,
  "energy_ev": -106895.2048,
  "mol_weight_g_mol": 630.4
}

=====

[5]
{
  "formula": "C2H5N2O",
  "method": "ωB97M-V/def2-TZVPD",
  "elements": ["C", "C", "N", "N", "O", "H", "H", "H", "H", "H"],
  "xyz": [[3.418, -0.490, -0.277], [-0.301, 0.284, 0.182], [0.545, 1.303, 0.190], [0.007, -0.998, -0.088], [4.481, -0.831, -0.309], [-1.296, 0.356, 0.464], [0.378, 2.132, 0.731], [1.426, 1.211, -0.297], [-0.710, -1.584, 0.097], [1.011, -1.139, -0.493]],
  "forces_ev_per_angstrom": [[-0.134, -0.032, -0.093], [2.366, -1.705, 0.001], [-0.624, -1.257, -0.651], [4.908, 5.438, -1.632], [0.146, -0.007, 0.038], [-1.686, 0.968, 0.957], [-0.386, 0.331, -0.227], [0.200, 0.010, 0.382], [-2.113, -3.078, 0.047], [-2.677, -0.667, 1.179]],
  "mulliken_charge": [-0.02, 0.26, -0.27, -0.24, -0.03, 0.36, 0.27, 0.21, 0.23, 0.24],
  "homo_energy_ev": -16.34,
  "de_lowest_kj_mol": 38.6,
  "homo_lumo_gap_ev": 12.1,
  "lumo_ev": -4.239,
  "charge": 1,
  "energy_ev": -7175.6319,
  "mol_weight_g_mol": 73.1
}